A molecular structure, C21H34B2F4N6S3Tc. Source: the OMol25 dataset; level of theory: ωB97M-V/def2-TZVPD.

XYZ file:
```
71
Properties=species:S:1:pos:R:3:lowdin_charge:R:1
Tc -0.009 2.018 -0.597 0.778
C -0.759 1.783 4.994 -0.023
C -2.006 1.187 4.350 -0.528
C -2.798 0.409 5.393 -0.040
C -2.907 2.244 3.716 -0.025
N -1.561 0.204 3.272 0.035
C -1.805 -1.157 3.305 0.008
C -1.272 -1.704 2.193 0.004
N -0.677 -0.685 1.473 0.079
B 0.016 -0.739 0.118 -0.621
N 1.504 -1.063 0.115 0.077
C 2.151 -2.211 0.523 0.007
C 3.471 -2.031 0.309 0.010
N 3.647 -0.769 -0.226 0.035
C 2.436 -0.203 -0.338 -0.520
S 2.116 1.407 -1.002 0.772
C 4.997 -0.199 -0.655 -0.528
C 4.980 -0.058 -2.173 -0.021
C 5.231 1.131 0.056 -0.032
C 6.080 -1.186 -0.233 -0.039
N -0.811 -1.372 -0.985 0.076
C -1.054 -2.715 -1.206 -0.002
C -1.893 -2.806 -2.256 0.004
N -2.190 -1.522 -2.684 0.032
C -1.505 -0.667 -1.907 -0.536
S -1.433 1.072 -2.124 0.796
C -3.069 -1.252 -3.905 -0.525
C -3.949 -0.026 -3.685 -0.053
C -3.968 -2.471 -4.103 -0.035
C -2.129 -1.064 -5.090 -0.011
C -0.872 0.467 2.153 -0.531
S -0.236 2.032 1.677 0.809
H -1.068 2.474 5.777 0.107
H -0.151 2.345 4.288 0.048
H -0.145 1.006 5.450 0.101
H -3.130 1.120 6.148 0.106
H -2.191 -0.341 5.901 0.097
H -3.688 -0.060 4.974 0.099
H -3.369 2.820 4.518 0.104
H -3.706 1.782 3.136 0.102
H -2.367 2.940 3.082 0.054
H -2.347 -1.622 4.105 0.130
H -1.284 -2.726 1.859 0.132
H 0.057 0.418 -0.192 -0.066
H 1.631 -3.052 0.947 0.136
H 4.295 -2.689 0.507 0.130
H 4.212 0.635 -2.514 0.052
H 4.826 -1.023 -2.655 0.100
H 5.943 0.334 -2.497 0.108
H 4.620 1.940 -0.335 0.047
H 6.272 1.413 -0.093 0.103
H 5.060 1.041 1.129 0.102
H 6.004 -2.138 -0.759 0.096
H 6.085 -1.358 0.843 0.100
H 7.041 -0.750 -0.499 0.106
H -0.606 -3.494 -0.616 0.133
H -2.309 -3.674 -2.728 0.131
H -4.471 -0.062 -2.729 0.102
H -4.700 -0.026 -4.474 0.103
H -3.410 0.912 -3.765 0.040
H -4.519 -2.720 -3.196 0.104
H -3.420 -3.346 -4.449 0.088
H -4.693 -2.230 -4.877 0.104
H -1.490 -0.190 -4.955 0.081
H -2.719 -0.912 -5.994 0.107
H -1.501 -1.942 -5.240 0.097
F -0.972 3.632 -0.849 -0.484
B 0.607 5.389 0.067 -0.900
F 0.082 5.203 1.259 0.255
F 0.337 6.435 -0.658 0.318
F 1.456 4.460 -0.393 0.174
```

Properties
2S+1: 2
maximum force: 0.010 hartree/bohr
molecular weight: 662.362 g mol⁻¹
net charge: +2
expectation value of S²: 0.758
lowest unoccupied orbital energy (alpha / beta): -7.447 / -7.602 eV
ΔE to the lowest compared entry with this formula, charge and spin: 43.1 kJ/mol

***

2 unconnected molecules or ions with the total composition C5H13NO2. Source: the OMol25 dataset; level of theory: ωB97M-V/def2-TZVPD.

XYZ file:
```
21
Properties=species:S:1:pos:R:3:lowdin_charge:R:1
C 0.988 0.118 1.211 -0.079
C 0.034 0.199 -0.056 -0.460
C 0.510 -0.981 -0.972 -0.160
C -0.045 -1.235 -2.486 -0.121
C 0.923 -0.879 -3.560 -0.315
O 1.815 -0.124 -3.538 0.094
N -0.051 1.502 -0.601 0.042
H 0.720 -0.853 1.657 0.069
H 0.876 0.885 2.008 0.074
H 2.031 0.221 0.950 0.066
H -1.052 -0.118 0.291 0.147
H 1.612 -1.081 -1.045 0.099
H 0.381 -1.975 -0.343 0.134
H -0.438 -2.276 -2.514 0.111
H -0.980 -0.635 -2.464 0.119
H 0.965 -1.560 -4.308 0.079
H 0.242 1.682 -1.474 0.015
H 0.454 2.259 -0.134 0.087
H -2.372 2.010 5.302 0.072
H -3.708 1.143 5.970 0.048
O -2.903 1.699 6.106 -0.120
```

Properties
maximum force: 0.086 hartree/bohr
structure (SMILES): C[C@@H](N)CCC=O.O
molecular weight: 119.164 g mol⁻¹
lowest unoccupied orbital energy: 0.699 eV
ΔE to the lowest compared entry with this formula, charge and spin: 317.8 kJ/mol

***

9 unconnected molecules or ions with the total composition C4H23NO10. Source: the OMol25 dataset; level of theory: ωB97M-V/def2-TZVPD.

XYZ file:
```
38
Properties=species:S:1:pos:R:3:lowdin_charge:R:1
O 2.437 -1.800 -1.735 0.217
C 2.247 -1.624 -0.590 -0.100
C 1.640 -0.211 -0.139 -0.251
C 2.136 0.885 -1.162 -0.034
C 1.083 1.226 -2.251 -0.187
O 0.403 2.206 -2.074 0.080
N 1.959 0.203 1.208 0.154
H 2.389 -2.227 0.304 0.172
H 0.548 -0.289 -0.143 0.143
H 2.349 1.834 -0.673 0.116
H 2.954 0.409 -1.707 0.121
H 0.803 0.591 -3.095 0.127
H 2.890 -0.051 1.534 0.143
H 1.290 -0.337 1.776 0.088
H 0.711 3.141 -0.003 0.040
H 1.213 2.099 1.115 0.035
O 0.758 2.967 0.943 -0.051
H -0.937 -1.012 2.270 0.040
H -0.218 -2.098 2.927 0.105
O -0.176 -1.608 2.083 -0.065
H -3.050 -1.894 -2.135 0.070
H -2.283 -1.543 -0.803 0.024
O -2.470 -2.212 -1.451 -0.016
H -1.916 1.451 -1.087 0.058
H -3.171 1.804 -0.454 0.088
O -2.457 1.148 -0.328 -0.052
H -1.856 2.855 1.494 0.010
H -0.500 2.942 2.172 0.018
O -1.468 2.920 2.361 -0.068
H -0.459 -3.610 -0.336 0.084
H -0.059 -2.356 0.444 0.003
O 0.294 -3.021 -0.175 -0.053
H -2.141 1.101 2.851 0.035
H -2.368 0.425 1.448 -0.012
O -2.331 0.268 2.395 -0.058
H -0.799 -1.789 -2.052 0.024
H 0.688 -1.646 -2.517 0.028
O -0.134 -1.148 -2.414 -0.074
```

Properties
2S+1: 2
maximum force: 0.074 hartree/bohr
molecular weight: 245.225 g mol⁻¹
net charge: +1
expectation value of S²: 0.758
lowest unoccupied orbital energy (alpha / beta): -4.502 / -8.972 eV
ΔE to the lowest compared entry with this formula, charge and spin: 22.1 kJ/mol